A) The molecule C4H9NOS, computed with ωB97M-V with the def2-TZVPD basis set.

Its net charge is 0. The frontier orbital gap is 8.4 eV. The LUMO energy is 0.59 eV. The calculation puts the highest occupied orbital energy at -7.8 eV. As for the structure (SMILES): CN=[S@@H](=O)C1CC1.

Element x y z (Å)
H -1.91060 -0.89533 0.00724
C -0.85851 -0.95257 0.29785
H 0.26677 0.58400 1.76030
H -0.33800 -2.72271 -0.89449
C 0.17373 -1.93844 -0.28871
H 0.71424 3.28736 -0.45380
C -0.26819 -1.98646 1.17346
O -1.42761 1.58566 0.48063
C 0.88277 2.37586 -1.14511
H -0.15889 2.42893 -1.61174
S -0.31286 0.69179 0.45021
N 1.02821 1.08939 -0.65232
H 1.50395 2.58389 -2.04421
H -0.77709 -3.00330 1.52414
H 1.19029 -1.63995 -0.65705
H 0.29179 -1.48813 2.05361

Atom-resolved charges from Mulliken, all expressed in e: 0.38, -0.17, 0.12, 0.23, -0.47, 0.24, -0.41, -0.59, -0.77, 0.25, 0.66, -0.44, 0.32, 0.23, 0.26, 0.16

B) The molecule C4H9NOS, computed with ωB97M-V with the def2-TZVPD basis set.

Its net charge is 0. The frontier orbital gap is 9.2 eV. The LUMO energy is 0.90 eV. The calculation puts the highest occupied orbital energy at -8.3 eV. As for the structure (SMILES): CSON=C(C)C.

Element x y z (Å)
C -1.20096 -0.13889 -0.06459
C -2.41516 0.61261 -0.49362
H -0.89989 -2.05271 0.45145
C 3.15760 1.10584 0.55099
N -0.28964 0.43274 0.59747
H -2.24899 -1.90126 -0.53773
S 2.20094 -0.33250 -0.03588
H -3.17534 0.30346 0.26332
H 3.96192 1.09133 -0.19497
H 2.63133 2.14262 0.58130
C -1.17029 -1.54692 -0.42630
O 0.96068 -0.50926 0.95328
H -0.57833 -1.85786 -1.20657
H -2.59349 0.15962 -1.54361
H -2.11111 1.70347 -0.35766
H 3.77073 0.78770 1.46310

Atom-resolved charges from Mulliken, all expressed in e: 1.00, -0.95, 0.42, -0.76, -0.55, 0.35, 0.06, 0.26, 0.29, 0.25, -1.34, -0.27, 0.34, 0.31, 0.33, 0.27

C) A cluster of 2 separate species, C4H9NOS in total, computed with ωB97M-V with the def2-TZVPD basis set.

Its net charge is 0. The frontier orbital gap is 8.8 eV. The LUMO energy is 0.46 eV. The calculation puts the highest occupied orbital energy at -8.4 eV.

Element x y z (Å)
H 0.70690 -0.22114 -2.46328
H -2.62279 1.89325 0.05538
C 0.18217 -0.59109 1.84228
C -0.22773 -0.55979 0.61117
H -1.47023 1.90410 1.60312
H -0.04797 0.17269 2.53165
N 0.27218 -1.07351 -2.12041
H 0.83441 -1.31566 2.29049
C -1.79087 1.42367 0.57385
H 1.55504 0.80059 -1.57854
H -1.62928 0.02808 -0.81783
H 2.68130 0.39988 -0.62547
C -1.21092 0.34098 0.05017
O 1.89573 0.92563 -0.68619
H 0.12915 -2.60257 -0.61601
S 0.74290 -1.52511 -0.65038

Atom-resolved charges from Mulliken, all expressed in e: 0.22, 0.27, -0.93, 0.76, 0.14, 0.22, -0.69, 0.30, -0.74, 0.23, 0.48, 0.33, -0.37, -0.65, 0.21, 0.22

Stability verdict: B), ahead by 102.1 kJ/mol

A) A structure of composition C4H9NOS, computed with ωB97M-V with the def2-TZVPD basis set.

Its net charge is 0. The frontier orbital gap (spin up / spin down) is 8.0 / 7.8 eV. The LUMO energy (spin up / spin down) is -0.32 / -0.43 eV. The calculation puts the highest occupied orbital energy (spin up / spin down) at -8.3 / -8.2 eV.

Element x y z (Å)
N -0.45719 -0.94361 0.80145
C -0.91143 1.33870 1.04682
H 0.00158 1.36712 -1.66743
H -0.24262 2.26220 1.00759
C 0.22077 -2.11669 0.35826
H -0.38103 -2.40966 -0.55813
C -0.52581 0.27508 0.05955
S -2.32620 -0.56212 -0.44172
C 0.37588 0.60739 -1.05177
O -3.32733 0.30364 0.15301
H 1.38584 -1.82863 0.28077
H -0.86399 0.82347 2.02732
H 0.56633 -0.27734 -1.69378
H -2.02611 1.58210 0.89204
H 0.20331 -2.92276 1.09520
H 1.42735 0.85538 -0.72811

Atom-resolved charges from Mulliken, all expressed in e: -0.52, -1.21, 0.43, 0.29, -0.68, 0.26, 1.16, 0.37, -1.45, -0.51, 0.24, 0.37, 0.35, 0.33, 0.25, 0.32

B) The molecule C4H9NOS, computed with ωB97M-V with the def2-TZVPD basis set.

Its net charge is 0. The frontier orbital gap is 8.1 eV. The LUMO energy is 0.51 eV. The calculation puts the highest occupied orbital energy at -7.6 eV. As for the structure (SMILES): C=CN=S(C)(C)=O.

Element x y z (Å)
H -1.17815 0.02730 -2.23841
S -0.73277 0.41298 0.06905
H 3.97541 0.54097 -0.51591
C -1.41769 -0.53638 -1.34343
H -2.49126 -0.61090 -1.21618
H -1.65840 -1.33032 1.40698
H -1.09317 0.04780 2.36578
C 1.90695 0.58395 -0.13383
H 1.73723 1.54530 -0.61427
H -2.63903 0.17116 1.48586
C -1.64193 -0.25177 1.48231
O -1.07439 1.79959 -0.14126
N 0.84727 -0.01859 0.47542
H 3.28331 -0.91006 0.38104
C 3.12190 0.03833 -0.10107
H -0.94527 -1.50935 -1.36208

Atom-resolved charges from Mulliken, all expressed in e: 0.35, 1.04, 0.26, -1.01, 0.37, 0.34, 0.36, 0.01, 0.32, 0.40, -1.06, -0.64, -0.56, 0.27, -0.80, 0.35

Stability verdict: B), ahead by 67.3 kJ/mol